Record 1
{
  "formula": "C29H33BN5O2PtS4Te",
  "method": "the ωB97M-V functional and the def2-TZVPD basis",
  "charge": -2,
  "multiplicity": 2,
  "elements": ["Pt", "B", "N", "C", "C", "C", "N", "N", "C", "C", "C", "N", "H", "H", "H", "H", "H", "H", "H", "H", "O", "C", "S", "C", "C", "S", "S", "S", "C", "C", "O", "N", "Te", "C", "C", "C", "C", "C", "C", "C", "C", "C", "C", "C", "C", "C", "C", "C", "C", "C", "C", "H", "H", "H", "H", "H", "H", "H", "H", "H", "H", "H", "H", "H", "H", "H", "H", "H", "H", "H", "H", "H", "H", "H", "H", "H"],
  "positions_angstrom": [[-0.086, -0.024, 0.056], [1.157, -1.162, 3.360], [-0.169, -1.678, 2.692], [-0.832, -2.688, 3.263], [-1.959, -2.973, 2.517], [-1.912, -2.056, 1.473], [-0.837, -1.285, 1.599], [1.851, 0.061, 2.688], [2.858, 0.722, 3.271], [3.268, 1.743, 2.434], [2.429, 1.631, 1.329], [1.583, 0.621, 1.501], [0.868, -0.830, 4.487], [1.928, -2.095, 3.377], [-0.455, -3.120, 4.174], [-2.709, -3.718, 2.711], [-2.577, -1.883, 0.646], [3.196, 0.426, 4.249], [4.046, 2.465, 2.606], [2.373, 2.211, 0.423], [3.469, -0.914, -5.720], [2.849, -0.772, -4.693], [2.470, -2.083, -3.575], [1.593, -1.134, -2.382], [1.480, 0.193, -2.645], [0.651, 1.367, -1.640], [2.211, 0.775, -4.131], [0.940, -1.970, -0.992], [-2.089, -0.789, -2.562], [-2.594, 0.263, -1.572], [-3.604, 0.930, -1.870], [-1.987, 0.390, -0.398], [-2.184, 2.504, 0.699], [-2.422, 4.368, 2.025], [-1.361, 5.259, 2.213], [-0.004, 5.059, 1.596], [-1.502, 6.389, 3.020], [-2.691, 6.683, 3.660], [-2.839, 7.900, 4.534], [-3.760, 5.818, 3.453], [-3.639, 4.691, 2.649], [-4.855, 3.826, 2.469], [-2.678, 1.316, 2.401], [-1.902, 1.340, 3.557], [-0.637, 2.124, 3.701], [-2.288, 0.578, 4.660], [-3.420, -0.214, 4.647], [-3.799, -1.060, 5.830], [-4.180, -0.231, 3.487], [-3.827, 0.508, 2.367], [-4.704, 0.417, 1.159], [-2.914, -1.049, -3.225], [-1.689, -1.672, -2.068], [-1.276, -0.367, -3.156], [0.007, 4.259, 0.858], [0.734, 4.802, 2.360], [0.334, 5.979, 1.114], [-0.651, 7.053, 3.151], [-1.895, 8.442, 4.610], [-3.151, 7.629, 5.545], [-3.589, 8.589, 4.138], [-4.716, 6.032, 3.925], [-5.761, 4.371, 2.745], [-4.796, 2.928, 3.085], [-4.945, 3.495, 1.434], [-0.178, 2.332, 2.738], [0.075, 1.557, 4.305], [-0.830, 3.077, 4.194], [-1.653, 0.585, 5.541], [-3.061, -0.969, 6.627], [-3.865, -2.113, 5.553], [-4.772, -0.768, 6.237], [-5.065, -0.858, 3.439], [-5.554, -0.236, 1.362], [-4.152, 0.042, 0.303], [-5.075, 1.399, 0.861]],
  "mulliken_charge": [2.56, 0.05, 0.08, -0.32, -1.40, -0.15, -0.08, 0.51, -0.39, -1.08, -0.04, -0.78, -0.13, -0.24, 0.43, 0.42, 0.47, 0.43, 0.38, 0.46, -0.65, 0.58, -0.20, 0.18, -0.09, -0.55, -0.18, -0.62, -1.33, 0.67, -0.69, -0.64, 0.48, -1.09, 1.51, -1.99, -0.88, 1.01, -1.56, -1.00, 1.57, -1.35, 0.44, 1.22, -2.00, -0.60, 0.82, -1.79, -0.98, 1.17, -1.47, 0.40, 0.24, 0.13, 0.07, 0.31, 0.57, 0.26, 0.35, 0.32, 0.32, 0.32, 0.39, 0.21, 0.15, -0.15, 0.48, 0.37, 0.20, 0.36, 0.33, 0.35, 0.26, 0.49, -0.02, 0.08]
}

---

Record 2
{
  "formula": "C12H18BF2MnO4S",
  "method": "the ωB97M-V functional and the def2-TZVPD basis",
  "charge": 0,
  "elements": ["Mn", "C", "C", "C", "C", "C", "C", "C", "C", "C", "C", "C", "C", "H", "H", "H", "H", "H", "H", "H", "H", "H", "H", "H", "H", "H", "H", "H", "H", "H", "H", "O", "S", "O", "O", "O", "F", "B", "F"],
  "positions_angstrom": [[-0.274, 0.764, 0.613], [2.817, -0.037, -0.384], [1.369, -0.452, -0.389], [0.843, -1.211, 0.665], [1.754, -1.779, 1.727], [-0.555, -1.462, 0.726], [-1.138, -2.190, 1.916], [-1.394, -0.986, -0.285], [-2.875, -1.272, -0.261], [-0.842, -0.273, -1.393], [-1.781, 0.294, -2.425], [0.531, -0.065, -1.479], [1.130, 0.620, -2.674], [3.439, -0.745, -0.938], [3.196, 0.036, 0.632], [2.924, 0.945, -0.840], [1.856, -1.104, 2.579], [2.747, -1.961, 1.324], [1.374, -2.730, 2.093], [-1.329, -3.241, 1.685], [-2.075, -1.734, 2.225], [-0.469, -2.148, 2.770], [-3.216, -1.570, -1.253], [-3.445, -0.389, 0.031], [-3.119, -2.077, 0.425], [-2.068, -0.465, -3.158], [-1.328, 1.128, -2.954], [-2.687, 0.666, -1.950], [1.115, 1.705, -2.554], [0.578, 0.361, -3.575], [2.163, 0.311, -2.812], [-1.584, 2.453, 0.438], [-0.365, 3.282, 0.369], [-0.512, 4.626, -0.049], [0.678, 2.458, -0.292], [0.219, 3.296, 1.893], [1.931, 1.785, 2.597], [0.671, 2.015, 2.232], [-0.278, 1.144, 2.726]],
  "mulliken_charge": [0.34, -2.75, 1.25, 1.41, -2.45, 1.05, -2.76, 1.17, -2.26, 1.30, -2.46, 1.21, -2.53, 0.39, 0.53, 0.48, 0.37, 0.51, 0.53, 0.38, 0.56, 0.54, 0.41, 0.38, 0.52, 0.36, 0.55, 0.47, 0.38, 0.52, 0.48, -0.63, 1.20, -0.62, -0.56, -0.50, -0.27, 0.74, -0.22]
}

---

Listing relative energy (zero: lowest compared OMol25 entry of this formula, charge and spin) for the structures above in their given order: 0.00; 71.57 kJ/mol.
Listing E_tot for the structures above in their given order: -3554.2015; -2542.9161 a.u..